Record 1
104
Properties=species:S:1:pos:R:3:mulliken_charge:R:1 method="wB97M-V/def2-TZVPD" spin_multiplicity=1 charge=-1 e_above_lowest_kcal_mol=0.0
Ba 0.07 0.33 -0.38 0.574
N 4.55 -0.52 2.45 0.014
C 4.17 0.31 1.23 0.763
C 5.42 0.85 0.55 -1.746
P 3.23 -0.91 0.24 -0.285
O 4.44 -1.90 -0.23 -0.708
O 2.41 -1.62 1.27 0.054
O 2.61 -0.28 -0.97 -0.359
P 3.06 1.72 1.83 0.764
O 3.09 1.40 3.45 -0.689
O 3.79 2.97 1.55 -0.911
O 1.67 1.44 1.38 -0.278
H 5.39 -1.07 2.27 0.371
H 3.75 -1.17 2.59 -0.284
H 4.63 0.07 3.28 0.521
H 6.09 0.03 0.27 0.462
H 5.93 1.57 1.19 0.473
H 5.12 1.38 -0.35 0.290
H 4.40 -2.03 -1.19 0.397
H 2.22 1.06 3.69 0.152
C -2.36 0.17 -3.65 -0.340
Si -2.38 1.96 -3.04 0.164
C -3.90 2.01 -1.91 -1.089
C -2.91 2.97 -4.56 -1.126
C -0.84 2.53 -2.24 1.568
Si 0.59 2.77 -3.36 0.130
C 2.27 2.67 -2.50 -0.791
C 0.59 4.44 -4.26 -1.072
C 0.70 1.48 -4.73 -1.045
Si -1.11 3.92 -1.11 -0.651
C -2.09 5.40 -1.81 -1.251
C 0.43 4.69 -0.35 -1.096
C -2.12 3.39 0.44 -0.164
C -3.04 4.23 1.07 -0.420
C -3.71 3.82 2.20 -0.476
C -3.44 2.55 2.70 -1.001
C -2.52 1.76 2.03 -0.322
N -1.88 2.16 0.93 1.234
H -3.33 -0.07 -4.09 0.334
H -2.17 -0.55 -2.84 -0.336
H -1.60 -0.02 -4.40 0.359
H -4.75 1.59 -2.45 0.457
H -4.18 3.03 -1.60 0.302
H -3.76 1.43 -0.99 0.083
H -3.88 2.62 -4.94 0.331
H -2.19 2.87 -5.38 0.280
H -3.00 4.03 -4.33 0.297
H 2.30 3.15 -1.52 0.205
H 3.03 3.14 -3.13 0.446
H 2.56 1.62 -2.35 0.066
H 0.70 5.28 -3.56 0.280
H -0.33 4.60 -4.83 0.269
H 1.44 4.49 -4.96 0.374
H 0.74 0.47 -4.32 0.072
H 1.61 1.65 -5.31 0.385
H -0.15 1.52 -5.43 0.300
H -1.60 5.75 -2.72 0.310
H -2.10 6.23 -1.10 0.370
H -3.12 5.14 -2.06 0.338
H 1.08 5.13 -1.11 0.312
H 1.03 3.97 0.22 0.082
H 0.13 5.49 0.34 0.352
H -3.22 5.22 0.66 0.369
H -4.43 4.46 2.69 0.410
H -3.94 2.17 3.59 0.448
H -2.27 0.77 2.39 0.198
N 0.29 -2.96 3.21 -0.122
C 1.49 -2.74 3.90 -0.205
C 2.48 -3.71 3.90 -0.421
C 3.65 -3.51 4.62 -0.673
C 3.85 -2.34 5.32 -0.689
C 2.88 -1.34 5.28 -0.560
C 1.70 -1.55 4.59 0.854
S 0.45 -0.29 4.56 -0.241
N -0.54 -0.73 3.26 -0.117
C -0.54 -1.92 2.81 0.388
C -1.59 -2.30 1.82 -0.064
C -2.21 -3.54 1.91 -0.393
C -3.21 -3.85 1.00 -0.744
C -3.54 -2.92 0.03 -0.747
C -2.87 -1.71 0.02 -0.328
N -1.93 -1.39 0.90 0.662
H 0.35 -3.70 2.51 0.309
H 2.33 -4.62 3.33 0.442
H 4.41 -4.29 4.62 0.392
H 4.76 -2.18 5.89 0.403
H 3.03 -0.40 5.80 0.352
H -1.93 -4.24 2.68 0.560
H -3.71 -4.81 1.04 0.395
H -4.30 -3.12 -0.72 0.465
H -3.09 -0.96 -0.74 0.188
C 0.96 -4.34 -2.74 -1.965
C 0.83 -3.25 -1.66 1.694
C 0.56 -3.91 -0.32 -0.745
C -0.24 -2.19 -1.97 -0.581
H 1.75 -5.06 -2.52 0.452
H 1.16 -3.89 -3.71 0.392
H 0.01 -4.89 -2.83 0.370
H 1.81 -2.75 -1.60 -0.390
H -0.46 -4.34 -0.31 0.265
H 0.64 -3.16 0.48 -0.455
H 1.27 -4.72 -0.09 0.480
H -1.19 -2.74 -2.12 0.061
H -0.01 -1.78 -2.97 -0.208

=====

Record 2
94
Properties=species:S:1:pos:R:3:mulliken_charge:R:1 method="wB97M-V/def2-TZVPD" s_squared=6.01 spin_multiplicity=5 charge=+2
Pt -1.10 4.68 1.65 0.422
C -2.80 -0.73 1.67 0.177
C -3.38 -0.08 0.55 0.797
C -2.34 -2.00 -0.20 0.591
C -2.11 -1.88 1.20 1.054
C -3.11 -0.87 -0.60 0.178
C -2.95 -0.33 3.09 -1.339
H -3.37 0.67 3.17 0.468
H -2.00 -0.37 3.63 0.321
H -3.64 -1.02 3.60 0.347
C -1.33 -2.85 1.99 -0.797
H -1.20 -2.51 3.03 0.361
H -0.32 -3.01 1.54 -0.031
H -1.82 -3.83 2.00 0.403
C -1.97 -3.16 -1.02 -1.252
H -2.78 -3.90 -1.03 0.492
H -1.08 -3.67 -0.63 0.151
H -1.80 -2.87 -2.06 0.403
C -3.60 -0.60 -1.97 -1.698
H -4.57 -1.07 -2.15 0.351
H -2.90 -0.98 -2.73 0.348
H -3.72 0.48 -2.14 0.412
C -4.17 1.16 0.58 -1.543
H -5.23 0.97 0.84 0.336
H -4.16 1.68 -0.39 0.354
H -3.78 1.87 1.33 0.296
C 0.85 5.42 1.62 -0.506
C -0.06 6.25 2.36 -0.417
C -0.79 7.42 1.71 -1.052
C -1.60 7.10 0.39 -0.737
C -1.85 5.64 0.09 -0.779
C -0.78 4.77 -0.41 0.031
C 0.50 5.41 -0.91 -0.883
C 1.38 5.92 0.28 -0.775
H -0.13 8.28 1.55 0.411
H -1.17 7.65 -0.46 0.298
H -1.53 7.76 2.46 0.394
H 1.47 7.02 0.24 0.301
H 1.52 4.71 2.12 0.680
H 0.06 6.26 3.44 0.619
H 2.40 5.52 0.15 0.426
H 1.09 4.65 -1.46 0.282
H -1.02 3.84 -0.95 0.405
H 0.31 6.24 -1.62 0.451
H -2.59 7.55 0.55 0.344
H -2.85 5.37 -0.24 0.520
P 0.42 1.04 -0.13 0.319
P 0.82 0.41 -2.22 0.413
C 2.04 1.84 -0.42 -0.204
C 2.43 1.23 -1.81 -0.767
H 2.79 1.62 0.36 0.561
H 1.89 2.94 -0.43 -0.137
H 2.68 1.96 -2.58 0.542
H 3.28 0.54 -1.75 0.290
C 0.66 -1.37 -2.23 -0.044
H -0.21 -1.67 -2.83 0.491
H 0.50 -1.77 -1.22 -0.719
H 1.56 -1.83 -2.65 0.474
C -0.34 1.35 -3.25 -0.787
H 0.16 1.77 -4.14 0.468
H -0.83 2.17 -2.70 0.175
H -1.15 0.69 -3.59 0.360
C 0.52 0.33 1.55 0.196
H -0.45 -0.11 1.84 -0.585
H 0.74 1.21 2.17 0.524
H 1.31 -0.44 1.66 0.176
C -1.48 3.42 3.14 -0.898
H -2.01 2.52 2.82 -0.127
H -2.09 3.93 3.90 0.447
H -0.53 3.12 3.58 0.325
C 1.87 -5.57 -2.77 -0.983
C 3.03 -5.06 -1.94 -0.830
C 2.89 -5.08 -0.38 2.113
C 2.97 -6.51 0.22 -0.624
C 1.92 -7.51 -0.20 -1.437
C 4.10 -4.32 0.16 -0.321
O 5.23 -4.78 0.27 -0.621
N 3.86 -3.00 0.49 0.025
C 2.65 -2.33 0.47 0.002
O 2.72 -1.11 0.56 -0.785
N 1.52 -3.06 0.36 -0.302
C 1.56 -4.36 0.04 -0.361
O 0.50 -5.02 0.02 -0.739
H 1.51 -6.54 -2.41 0.255
H 2.22 -5.70 -3.81 0.451
H 1.04 -4.86 -2.79 0.047
H 3.94 -5.63 -2.17 0.442
H 3.24 -4.02 -2.24 0.339
H 3.97 -6.90 -0.02 0.425
H 2.94 -6.39 1.31 0.455
H 2.16 -7.98 -1.16 0.324
H 1.88 -8.30 0.56 0.412
H 0.95 -7.02 -0.24 0.290
H 4.65 -2.41 0.72 0.314

=====

Record 3
100
Properties=species:S:1:pos:R:3:mulliken_charge:R:1 method="wB97M-V/def2-TZVPD" spin_multiplicity=1 e_above_lowest_kcal_mol=564.5
C -20.06 8.36 14.53 -1.668
S -18.83 8.64 15.82 1.436
O -19.74 9.26 16.90 -0.634
C -18.54 6.84 16.11 -0.522
H -19.50 7.94 13.70 0.459
H -20.52 9.27 14.12 0.446
H -20.96 7.87 14.89 0.452
H -19.49 6.34 16.33 0.472
H -17.81 6.72 16.91 -0.364
H -18.04 6.33 15.29 0.347
C -18.61 14.86 19.87 -1.063
S -17.71 13.90 18.52 0.592
O -18.74 13.30 17.57 -1.017
C -17.03 15.35 17.56 -0.763
H -19.55 15.18 19.42 0.284
H -17.98 15.70 20.14 0.514
H -18.91 14.25 20.72 0.342
H -17.89 15.88 17.15 0.399
H -16.37 15.17 16.71 0.384
H -16.45 16.04 18.18 0.532
C -11.97 12.14 15.00 -0.602
S -12.05 10.77 16.29 0.335
O -11.43 11.36 17.55 -0.694
C -13.87 10.90 16.46 -0.110
H -12.35 13.06 15.45 -0.087
H -12.60 11.92 14.14 0.253
H -10.95 12.33 14.65 0.518
H -14.42 10.88 15.52 0.674
H -14.07 11.92 16.79 -0.167
H -14.11 10.15 17.21 -0.309
C -18.04 11.07 17.17 -1.528
S -16.45 11.63 16.50 0.913
O -16.04 10.58 15.41 -0.437
C -17.15 13.02 15.56 -0.979
H -18.54 10.37 16.49 -1.275
H -18.77 11.87 17.27 0.476
H -18.09 10.44 18.06 0.790
H -18.07 12.66 15.11 -0.596
H -16.60 13.65 14.86 0.917
H -17.39 13.70 16.38 -1.182
N -13.58 14.14 16.21 -0.085
C -14.86 13.89 15.87 -0.957
C -15.00 14.31 14.51 -0.374
C -13.80 14.73 14.00 -0.541
C -12.87 14.67 15.07 -1.287
H -13.20 14.01 17.14 0.287
H -15.62 13.66 16.60 1.756
H -15.98 14.23 14.08 1.232
H -13.69 15.18 13.03 0.476
H -11.82 14.93 15.13 0.532
N -20.49 13.53 18.82 0.106
C -20.35 12.15 19.08 0.380
C -20.76 11.88 20.37 -0.938
C -21.40 13.08 20.73 -0.686
C -21.20 14.10 19.80 -0.615
H -20.03 13.99 18.04 0.472
H -19.80 11.62 18.32 0.583
H -20.76 10.94 20.90 0.485
H -22.19 13.12 21.46 0.400
H -21.52 15.13 19.83 0.501
N -20.92 10.15 15.88 0.810
C -20.33 11.31 15.43 -0.229
C -21.42 12.20 15.20 -0.281
C -22.67 11.55 15.30 -1.104
C -22.28 10.23 15.84 -0.894
H -20.53 9.26 16.17 0.428
H -19.26 11.38 15.30 0.006
H -21.33 13.23 14.88 0.489
H -23.55 12.06 14.93 0.418
H -22.97 9.47 16.16 0.436
N -16.38 14.19 11.65 0.008
C -16.77 13.44 12.75 -0.218
C -18.13 13.06 12.64 -0.102
C -18.50 13.41 11.33 -0.840
C -17.43 14.04 10.77 -0.764
H -15.46 14.50 11.35 0.240
H -16.07 13.24 13.56 0.975
H -18.81 12.65 13.37 0.255
H -19.49 13.15 10.99 0.455
H -17.33 14.29 9.72 0.372
N -15.68 6.45 18.77 0.069
C -14.85 7.51 18.79 -0.731
C -15.55 8.65 18.50 -0.559
C -16.94 8.29 18.41 -0.619
C -17.02 6.92 18.62 -1.374
H -15.37 5.49 18.86 0.225
H -13.81 7.31 18.97 0.445
H -15.13 9.64 18.39 1.471
H -17.77 8.97 18.29 1.153
H -17.80 6.19 18.74 0.576
N -15.92 8.65 15.34 0.240
C -15.80 7.38 16.04 -3.049
C -15.83 6.32 15.22 -0.787
C -15.88 6.91 13.93 -1.001
C -16.10 8.29 14.04 -0.561
H -16.22 9.56 15.67 0.863
H -15.53 7.43 17.09 2.510
H -15.63 5.26 15.31 0.459
H -15.93 6.34 13.01 0.343
H -16.57 9.04 13.42 0.600

=====

Table of total energy (eV), in record order: -107548.25260, -64984.63984, -94502.43758